# 1
Computed, not measured: a structure of composition C23H39FN3PdSbSi3, with wB97M-V/def2-TZVPD.

Element x y z (Å)
Pd  2.1540  0.7310  1.1494
C  -0.7692  0.3342  -2.7880
Sb  0.1552  1.2210  -0.9781
C  1.8454  -0.0385  -0.9730
C  1.9026  -1.5266  -1.0709
C  1.9512  -2.3719  0.0979
C  1.9618  -3.7500  -0.0270
C  1.9977  -4.3165  -1.3003
C  1.9926  -3.4614  -2.3929
N  1.9386  -2.1299  -2.2983
Si  3.4058  0.8411  -1.4358
C  3.5547  2.6759  -0.9099
C  3.6933  1.0083  -3.3704
C  5.0153  -0.0783  -0.8880
C  -1.6044  0.5626  0.4714
C  -1.1301  0.2210  1.8409
C  -1.7575  0.6823  3.0155
C  -1.2449  0.3852  4.2665
C  -0.1157  -0.4243  4.3035
C  0.4022  -0.9324  3.1182
N  -0.1085  -0.6547  1.9131
Si  -2.6827  2.1022  0.3682
C  -2.0122  3.4812  1.4752
C  -2.8944  2.8102  -1.3646
C  -4.5076  1.8149  0.9655
Si  -2.4732  -0.9876  -0.0818
C  -3.6475  -1.6369  1.2806
C  -1.3985  -2.4949  -0.4231
C  -3.6419  -0.7764  -1.6041
H  -0.0398  0.5354  -3.5808
H  -1.6705  0.8876  -3.0425
H  -0.9765  -0.7207  -2.7843
H  1.9341  -1.9016  1.0719
H  1.9453  -4.3898  0.8605
H  2.0108  -5.3963  -1.4690
H  2.0078  -3.8588  -3.4217
H  2.7841  3.2541  -1.4550
H  4.5426  3.0489  -1.1952
H  3.4279  2.8311  0.1697
H  2.8869  1.5624  -3.8476
H  3.8116  0.0528  -3.8931
H  4.6177  1.5844  -3.5116
H  5.3095  0.1563  0.1385
H  5.8447  0.2163  -1.5419
H  4.8806  -1.1568  -0.9794
H  -2.6483  1.3014  2.9096
H  -1.7068  0.7385  5.1823
H  0.3406  -0.6904  5.2500
H  1.2692  -1.5994  3.1321
H  -0.9279  3.3291  1.6680
H  -2.5474  3.5365  2.4304
H  -2.1574  4.4389  0.9913
H  -1.9885  3.1532  -1.8240
H  -3.5477  3.6884  -1.1904
H  -3.3876  2.1712  -2.0774
H  -4.5969  1.4297  1.9640
H  -5.1381  1.2205  0.3174
H  -4.9226  2.8247  0.9993
H  -3.0707  -1.9768  2.1437
H  -4.1223  -2.5240  0.8368
H  -4.4252  -0.9732  1.5954
H  -0.8398  -2.8006  0.4526
H  -0.6877  -2.4518  -1.2412
H  -2.1131  -3.2896  -0.6355
H  -4.4453  -0.0858  -1.3661
H  -4.0787  -1.7726  -1.7185
H  -3.1720  -0.5268  -2.5442
N  4.4350  -0.4928  2.8150
C  3.4573  0.0337  2.2869
H  4.9696  -1.2580  2.4017
F  0.7537  2.5801  1.3427

The HOMO energy comes out at -0.24 eV. As for the charge: -2. The value obtained for the energy above the lowest of the compared OMol25 structures with the same formula, charge and spin is 0.0 kJ/mol. As for the LUMO energy: 4.83 eV.

# 2
Computed, not measured: a structure of composition C39H37HfN11OS5, with wB97M-V/def2-TZVPD.

Element x y z (Å)
Hf  0.3120  0.1959  0.0480
C  5.0120  -0.8381  -4.5386
C  3.8952  -1.1232  -3.5722
C  4.0520  -2.0288  -2.5223
C  3.0475  -2.2466  -1.5980
C  1.8243  -1.5826  -1.6896
N  0.8011  -1.6985  -0.7002
C  0.2633  -2.9778  -0.4494
C  0.7187  -4.1289  -1.0992
C  0.2166  -5.3843  -0.8132
C  -0.8047  -5.5649  0.1116
C  -1.3818  -6.9224  0.4066
C  -1.3275  -4.4227  0.6939
C  -0.8093  -3.1606  0.4300
N  -1.5168  -2.0463  1.0168
C  -2.3820  -2.1267  2.0345
C  -3.1858  -1.0055  2.0181
C  -2.7069  -0.2559  0.9566
N  -1.6884  -0.8735  0.3411
C  1.6482  -0.7339  -2.7880
C  2.6725  -0.4830  -3.6915
N  0.3674  -0.1576  -3.0783
C  -0.2275  -0.0796  -4.2873
C  -1.5126  0.3667  -4.1020
C  -1.6316  0.5242  -2.7199
N  -0.4981  0.2098  -2.1067
H  5.8222  -1.5560  -4.4276
H  4.6630  -0.8781  -5.5704
H  5.4258  0.1588  -4.3731
H  4.9891  -2.5629  -2.4205
H  3.2057  -2.9287  -0.7747
H  1.4893  -4.0440  -1.8496
H  0.6196  -6.2416  -1.3387
H  -0.6568  -7.7086  0.2025
H  -1.6881  -7.0061  1.4490
H  -2.2598  -7.1153  -0.2124
H  -2.1856  -4.5211  1.3452
H  -2.3790  -2.9719  2.7019
H  -3.9942  -0.7768  2.6907
H  -3.0642  0.6860  0.5701
H  2.5075  0.2213  -4.4992
H  0.2953  -0.3808  -5.1790
H  -2.2639  0.5266  -4.8543
H  -2.4876  0.8379  -2.1446
N  3.2045  -1.2599  1.3956
C  3.4876  -0.1802  0.6622
N  2.5724  0.5925  0.0733
C  3.2284  1.5655  -0.6930
C  4.5676  1.5510  -0.6433
S  5.1154  0.2678  0.3650
C  2.3907  2.4610  -1.4758
C  2.7893  3.3326  -2.4209
S  1.4244  4.1611  -3.0608
C  0.3927  3.2580  -2.0216
N  1.0207  2.3847  -1.2518
N  -0.9426  3.4544  -2.0210
H  2.2578  -1.3450  1.7374
H  3.9301  -1.6561  1.9716
H  5.2626  2.2134  -1.1307
H  3.7855  3.5343  -2.7760
H  -1.3160  4.1957  -2.5900
H  -1.4505  3.2381  -1.1654
O  0.4753  -0.0578  2.0189
C  0.6101  -0.1609  3.4418
C  2.0649  0.0404  3.8228
C  2.8471  -0.7473  4.6138
C  4.1653  -0.2323  4.7815
C  4.3444  0.9490  4.1311
S  2.9236  1.4491  3.3255
C  -0.2258  0.9094  4.1424
C  -1.5403  1.2351  3.9312
C  -2.0491  2.1750  4.8637
C  -1.1088  2.5258  5.7878
S  0.3710  1.7362  5.5232
C  0.1605  -1.5470  3.8833
C  0.5623  -2.7493  3.3724
C  -0.0214  -3.8613  4.0348
C  -0.8486  -3.4727  5.0490
S  -0.9260  -1.7768  5.1884
H  2.4958  -1.6627  5.0677
H  4.9305  -0.7115  5.3745
H  5.2297  1.5643  4.0954
H  -2.1362  0.7740  3.1553
H  -3.0601  2.5554  4.8600
H  -1.2129  3.2136  6.6121
H  1.2538  -2.8693  2.5458
H  0.1769  -4.8925  3.7799
H  -1.4018  -4.0974  5.7328
N  -1.8046  3.0191  0.7473
N  -0.6102  2.2701  1.0963
H  -1.7365  3.9467  1.1615
H  -2.5808  2.5720  1.2238
H  -0.5998  2.0962  2.1044
H  0.1790  2.8846  0.9065

The HOMO energy comes out at -12.37 eV. As for the charge: +2. The value obtained for the energy above the lowest of the compared OMol25 structures with the same formula, charge and spin is 42.7 kJ/mol. As for the LUMO energy: -4.63 eV.